[1]
Here is a structure of composition C30H43BrLaN6O8 from the OMol25 dataset. Energies are from the ωB97M-V functional and the def2-TZVPD basis.

The geometry in XYZ format:
```
89
Properties=species:S:1:pos:R:3:forces:R:3
La 0.0428 -0.1867 -0.7072 -0.096 -0.279 -0.995
C -1.0760 0.7844 4.2404 -1.452 -0.968 0.293
N -1.4046 1.7635 3.2163 0.038 0.601 -0.085
C -2.1177 2.9727 3.6539 -0.075 0.140 0.365
C -1.0714 1.5723 1.9619 -0.943 1.263 0.994
O -0.5417 0.5402 1.5582 0.902 -1.568 -1.019
C -1.3642 2.6895 0.9999 -0.968 0.448 -0.476
O -1.0235 2.2920 -0.3116 0.879 -0.843 0.151
C -1.0877 3.3515 -1.2393 0.170 0.570 -0.206
C -0.7122 2.7672 -2.6074 -0.098 -0.485 0.251
O -0.5381 1.5181 -2.6255 0.320 0.504 -0.120
N -0.6178 3.5442 -3.6802 0.132 0.134 0.661
C -0.5170 4.9988 -3.4777 -0.551 0.116 -0.678
C -0.1072 2.9483 -4.9356 1.523 -0.156 1.799
H -0.7614 1.3277 5.1230 0.153 -0.139 0.149
H -1.9687 0.1297 4.4826 0.749 0.961 -0.152
H -0.3316 0.0937 3.8859 0.531 0.051 -0.072
H -3.1400 2.6903 3.9041 -0.110 0.085 -0.092
H -1.6721 3.3626 4.5869 0.034 -0.125 -0.608
H -2.1364 3.7537 2.8741 0.052 -0.421 0.694
H -2.4325 2.9213 0.9460 -0.051 0.019 0.483
H -0.8515 3.5938 1.3234 0.310 0.137 -0.212
H -2.1080 3.7539 -1.2703 0.076 0.063 -0.059
H -0.4016 4.1507 -0.9031 -0.222 -0.223 -0.324
H -1.0774 5.2962 -2.6087 -0.352 0.138 0.115
H 0.4960 5.2977 -3.3241 0.921 0.051 0.110
H -0.8760 5.5766 -4.3383 -0.152 -0.487 0.155
H -0.0983 3.6819 -5.7203 -0.511 0.052 -0.386
H 0.9637 2.6945 -4.7171 -0.762 0.015 -0.467
H -0.6449 2.0243 -5.0824 -0.175 0.003 -0.616
C -1.7158 -4.3816 1.1536 -0.008 0.156 0.796
N -2.4369 -3.9639 -0.0324 -0.740 0.327 -0.384
C -3.6681 -4.7097 -0.2604 0.845 -0.163 0.647
C -2.2039 -2.7834 -0.5294 -0.027 1.102 0.329
O -1.2584 -2.0765 -0.0546 -0.065 -0.050 -0.490
C -3.1008 -2.1098 -1.6095 1.326 -0.110 0.177
O -2.3094 -0.9956 -2.0516 -0.119 0.261 -0.095
C -2.2022 -0.6985 -3.4564 0.743 -0.673 0.834
C -0.7657 -1.0829 -3.9430 -0.927 0.223 1.908
O 0.1579 -1.1201 -3.0907 -0.275 0.150 0.276
N -0.5532 -1.3971 -5.1785 0.057 -0.006 -0.985
C 0.8069 -1.5465 -5.6519 0.359 -1.435 -0.091
C -1.5271 -1.3338 -6.2289 -1.079 -1.422 -1.959
H -0.7703 -3.8403 1.1812 -0.111 -0.420 0.201
H -1.5933 -5.4627 1.1400 0.160 0.066 -0.051
H -2.3317 -4.1157 2.0424 0.478 -0.150 -0.454
H -4.2145 -4.4439 -1.1219 -0.454 0.561 -0.964
H -4.2587 -4.6081 0.6258 -0.665 0.092 0.453
H -3.3792 -5.7286 -0.3350 0.033 -1.025 -0.201
H -4.0662 -1.7859 -1.2052 0.243 0.053 0.133
H -3.2906 -2.7812 -2.4320 -0.053 -0.324 -0.304
H -2.3950 0.3535 -3.4965 0.266 0.621 -0.514
H -2.9624 -1.1841 -4.0201 -0.611 -0.586 -0.267
H 1.3474 -0.7100 -5.3029 0.935 0.899 0.154
H 0.7373 -1.5740 -6.7270 0.357 0.118 -0.271
H 1.3267 -2.4756 -5.3224 -0.652 0.573 -0.036
H -1.4573 -0.4489 -6.8677 0.397 0.057 0.228
H -2.5456 -1.3480 -5.8625 -0.044 -0.126 0.100
H -1.4166 -2.2397 -6.9346 -0.106 1.329 1.231
C 2.6210 -2.6942 -2.0858 0.778 0.382 0.724
O 2.1560 -1.9170 -0.9562 -0.628 0.826 0.346
C 2.7228 -2.1157 0.2966 -0.277 0.334 -0.603
C 3.2153 -3.3107 0.7199 0.992 -0.835 0.739
C 3.8761 -3.4178 1.9412 0.373 0.713 0.357
Br 4.8645 -4.9590 2.3431 -0.186 -0.114 0.021
C 3.9142 -2.3330 2.8271 -0.241 -0.791 -0.653
C 3.2777 -1.1688 2.4476 -0.961 -0.092 -0.195
C 2.7499 -1.0451 1.1572 0.189 0.823 -0.277
O 2.2670 0.1884 0.6542 -0.241 -0.320 0.956
C 2.8832 -0.1976 3.4622 0.310 1.320 0.093
N 2.3558 -0.4371 4.6103 0.671 0.075 -0.271
C 2.2045 0.8213 5.2172 -0.544 -0.344 -0.661
C 1.6705 1.0276 6.4863 0.207 1.620 -0.620
C 1.4859 2.3735 6.8437 0.003 -1.174 -0.948
C 1.8749 3.3522 5.9312 -0.462 2.550 2.715
C 2.4424 3.1349 4.7369 1.272 0.878 -2.541
C 2.5594 1.8495 4.3040 -0.414 -1.866 1.815
N 2.9802 1.2027 3.1492 1.530 -0.449 -1.080
H 2.3489 -3.7082 -1.9177 0.048 -1.002 0.082
H 3.7193 -2.5693 -2.1859 -0.743 -0.083 -0.113
H 2.0395 -2.3423 -2.9124 0.105 0.348 -0.491
H 3.2288 -4.1699 0.0993 -0.084 -0.568 -0.629
H 4.4006 -2.3791 3.7883 -0.077 -0.181 0.118
H 2.2965 0.7886 1.4530 -0.162 0.002 -0.502
H 1.4510 0.1789 7.0860 -0.273 -0.411 0.573
H 1.0174 2.6985 7.7478 0.001 -0.152 0.556
H 1.8376 4.4178 6.2887 -0.141 -1.166 -0.432
H 2.8784 3.9366 4.1395 -0.388 0.079 0.191
H 3.8845 1.4825 2.6916 -1.193 -0.156 0.672
```
Forces are in eV/Å.

The max |F| is 3.8 eV Å⁻¹. As for the frontier orbital gap: 7.85 eV. Its total charge is +3. The calculation puts the energy above the lowest of the compared OMol25 structures with the same formula, charge and spin at 194.1 kJ/mol. The total energy comes out at -4704.3542 Eh. Its HOMO energy is -14.851 eV.

=====

[2]
Here is a structure of composition C30H43Cl24I3O4 from the OMol25 dataset. Energies are from the ωB97M-V functional and the def2-TZVPD basis.

The geometry in XYZ format:
```
104
Properties=species:S:1:pos:R:3:forces:R:3
C 0.2281 2.3031 3.9608 -0.279 -0.719 -2.571
C 0.4796 1.6757 2.6073 0.331 1.172 1.127
C -0.2421 2.2260 1.2051 -5.841 -1.238 1.545
O -1.5928 2.2652 1.2305 7.925 0.291 -1.021
O 0.6016 2.6496 0.0744 -2.541 -1.751 2.297
C 0.1591 2.0063 -1.1872 0.252 -0.987 -1.483
C 1.1408 2.5017 -2.4461 -0.695 -0.131 1.490
C 2.6781 2.1265 -2.0058 0.199 0.851 0.187
C 3.7203 1.9090 -3.2522 -0.220 -0.643 0.242
C 3.6429 0.3962 -3.9373 0.629 0.877 -0.342
C 3.8435 -0.8284 -2.8766 0.670 -0.352 -0.535
C 2.5864 -1.8560 -2.7139 -3.046 -0.410 -0.320
C 1.2268 -1.7303 -3.2984 3.032 -1.086 1.872
C 0.1361 -2.9484 -3.0176 -2.983 -1.919 -2.524
O -0.7866 -3.3745 -3.8814 5.570 3.039 5.011
C 0.2216 -3.7343 -1.5500 2.645 0.127 0.703
C -1.1981 -4.2659 -0.9230 0.125 4.037 2.546
I -1.9493 -6.2037 -1.6276 0.622 1.726 0.648
C -1.8881 -3.3803 0.0765 1.021 -4.148 -2.998
C -3.3490 -3.8112 0.7239 0.538 1.713 -0.679
I -0.8567 -1.4795 0.6300 -1.306 -1.682 -0.359
C 1.5689 -3.8560 -0.9303 -3.114 1.013 -2.799
I 1.7738 -4.8306 1.0347 0.108 0.946 -2.175
C 2.8617 -3.2120 -1.7741 4.136 -1.907 0.636
O 4.0846 -3.7550 -1.6689 -7.472 3.457 -0.542
H -0.7870 2.2200 4.5487 2.226 1.327 -2.958
H 1.0766 2.9736 4.4618 -2.215 -3.523 -0.028
H 1.2165 0.7508 2.6074 -0.288 2.944 -0.749
H 0.3698 0.8493 -1.0531 -0.616 2.222 -0.361
H -0.9806 2.1801 -1.4039 2.269 -0.174 0.573
H 0.7574 1.9205 -3.3955 0.877 1.173 1.879
H 0.9718 3.6739 -2.5974 0.557 -2.668 0.217
H 3.0890 3.0515 -1.3754 -0.919 -2.093 -1.248
H 2.6509 1.1977 -1.2633 0.124 1.867 -1.685
H 3.4613 2.6890 -4.0984 0.726 -1.466 1.741
H 4.8298 2.0628 -2.8491 -2.386 -0.196 -0.949
H 4.5608 0.3623 -4.7002 -2.079 -0.217 1.955
H 2.6796 0.3510 -4.5969 1.728 -0.187 1.362
H 4.7630 -1.4773 -3.2749 -2.128 1.197 1.005
H 4.2289 -0.3522 -1.8562 -1.191 -1.354 -1.910
H 0.9490 -0.7904 -3.9363 0.395 -2.193 1.186
H -3.4053 -3.3416 1.7943 0.058 -1.195 -1.987
H -3.5422 -4.9642 0.6801 0.648 2.300 0.170
H -4.1651 -3.2471 0.0656 1.751 -1.340 1.486
C 0.3491 2.8010 -6.7564 -0.160 0.119 -0.314
Cl 0.4099 4.0229 -5.4804 0.031 0.109 -0.211
Cl 0.1712 1.1791 -6.0759 -0.047 -0.204 -0.099
H -0.5032 3.0089 -7.4079 0.094 -0.100 0.311
H 1.2750 2.8445 -7.3350 -0.643 -0.151 0.566
C 4.2466 4.3766 4.1367 0.073 0.675 -0.110
Cl 5.1628 3.2985 5.1964 0.110 -0.028 0.068
Cl 2.5949 3.7900 3.9069 1.720 0.873 -0.541
H 4.2113 5.3720 4.5863 -0.028 -0.326 0.023
H 4.7442 4.4281 3.1652 -0.255 -0.130 0.428
C -7.3884 -1.9594 0.7706 -0.272 0.037 0.451
Cl -6.4097 -2.1397 -0.6904 -0.111 0.057 -0.083
Cl -6.4877 -2.4635 2.2058 0.012 -0.010 0.149
H -7.6742 -0.9104 0.8802 0.271 -0.677 0.057
H -8.2842 -2.5781 0.6773 0.603 0.211 0.191
C 6.7212 2.3976 1.9633 -0.013 -0.411 0.318
Cl 5.8405 3.7381 1.2201 -0.002 -0.034 -0.301
Cl 8.4028 2.3620 1.4193 -0.024 -0.065 0.047
H 6.7010 2.5172 3.0493 0.048 0.067 -0.337
H 6.2378 1.4575 1.6866 0.126 0.281 -0.047
C 4.0051 1.9781 -8.3196 0.310 -0.307 -0.301
Cl 4.3804 1.4253 -6.6830 -0.089 0.179 -0.630
Cl 3.0550 3.4685 -8.2852 0.679 0.327 -0.476
H 4.9391 2.1639 -8.8554 -0.265 0.069 0.195
H 3.4323 1.2029 -8.8343 0.061 0.226 0.226
C 3.3428 0.4806 7.4661 0.035 0.129 0.340
Cl 4.3921 -0.7672 6.7829 0.058 0.018 0.079
Cl 2.0645 0.9287 6.3303 -0.012 0.064 0.074
H 2.8866 0.0991 8.3828 0.078 0.014 -0.322
H 3.9430 1.3650 7.6932 -0.138 -0.219 -0.202
C 5.6421 -3.2158 1.2140 0.162 -0.319 -0.350
Cl 6.0175 -3.7686 2.8506 0.032 -0.056 -0.017
Cl 4.6920 -1.7254 1.2483 -0.070 0.104 -0.108
H 6.5762 -3.0301 0.6782 -0.251 0.050 0.229
H 5.0694 -3.9910 0.6992 0.016 0.264 0.170
C -7.9091 1.3346 -2.0144 0.250 -0.028 -0.313
Cl -7.7544 0.9482 -0.2964 0.021 0.718 -0.301
Cl -9.5686 1.7920 -2.4167 0.051 -0.006 -0.084
H -7.2428 2.1671 -2.2533 -0.250 -0.160 0.161
H -7.6292 0.4575 -2.6030 -0.152 0.142 0.248
C 2.1408 -7.4575 4.6040 0.031 -0.359 0.245
Cl 1.2601 -6.1170 3.8608 -0.204 -0.081 0.356
Cl 3.8224 -7.4931 4.0600 -0.058 -0.056 0.064
H 2.1206 -7.3380 5.6900 0.043 0.108 -0.324
H 1.6574 -8.3976 4.3273 0.139 0.307 -0.056
C -4.7802 3.6008 1.2785 0.266 -0.249 -0.344
Cl -6.0975 3.2080 2.3899 -0.079 -0.111 0.055
Cl -4.0545 5.1623 1.6789 0.040 -0.053 -0.072
H -4.0141 2.8246 1.3462 -0.108 0.266 0.071
H -5.1743 3.6424 0.2602 0.008 0.082 0.329
C -3.7075 1.9645 5.4188 -0.353 -0.223 -0.311
Cl -2.0636 2.4642 5.8346 -1.281 0.128 1.312
Cl -4.8482 2.4045 6.6956 -0.041 -0.050 -0.096
H -4.0051 2.4577 4.4902 0.110 0.003 0.298
H -3.7262 0.8804 5.2831 0.080 0.293 0.156
C -11.1200 -2.7633 -0.7380 -0.379 -0.168 -0.192
Cl -9.4536 -3.1674 -1.1679 -0.504 -0.245 -0.600
Cl -11.1720 -1.6824 0.6599 -0.073 0.004 -0.001
H -11.5968 -2.2689 -1.5879 0.235 -0.041 0.245
H -11.6582 -3.6831 -0.4967 0.228 0.243 0.027
```
Forces are in eV/Å.

The max |F| is 8.3 eV Å⁻¹. As for the frontier orbital gap: 6.28 eV. Its total charge is 0. The total energy comes out at -13406.8857 Eh. Its HOMO energy is -7.755 eV.